1.
This record from OMol25 describes 8 unconnected molecules or ions with the total composition C28H36N8 in a non-equilibrium geometry. The level of theory is ωB97M-V/def2-TZVPD.

Last column: Mulliken charge in e.
Geometry (Å):
C  0.10732  -4.71754  -0.11329  0.10
C  1.46487  -5.09354  0.01075  -0.53
C  1.55934  -6.42971  0.36192  -0.76
N  0.22273  -6.80036  0.72221  -0.01
C  -0.59840  -5.71027  0.54290  -0.61
H  -0.21112  -3.76143  -0.50002  0.41
H  2.31786  -4.51218  -0.30717  0.41
H  2.42995  -7.06493  0.31214  0.37
H  -0.07012  -7.72479  0.99758  0.20
H  -1.64757  -5.88074  0.73232  0.41
C  0.85992  -0.27787  -0.29696  -0.46
C  0.92066  0.27982  -1.51774  -0.34
C  0.47914  1.60487  -1.46287  -0.83
N  0.35345  1.88384  -0.18058  0.28
C  0.56078  0.77134  0.56512  -0.51
H  1.10566  -1.26775  0.05729  0.52
H  1.17914  -0.17147  -2.46457  0.42
H  0.40775  2.33893  -2.25085  0.49
H  0.19290  2.78325  0.24898  0.21
H  0.38943  0.89146  1.62462  0.33
C  -2.35142  -2.32868  -1.70828  0.06
C  -3.38117  -3.23108  -1.89431  -0.83
C  -4.16997  -3.12707  -0.80907  -0.57
N  -3.58192  -2.32966  0.10792  0.07
C  -2.40295  -1.87763  -0.43541  -0.59
H  -1.56155  -2.01551  -2.37488  0.55
H  -3.53076  -3.83124  -2.77890  0.41
H  -5.04882  -3.62386  -0.42520  0.38
H  -3.87485  -2.18499  1.06155  0.22
H  -1.80082  -1.20266  0.15403  0.27
C  1.50224  -2.34588  -4.40202  -0.32
C  1.63108  -1.38289  -5.43065  -0.28
C  2.97449  -1.09695  -5.64718  -0.73
N  3.69199  -1.86032  -4.71257  -0.04
C  2.78323  -2.51455  -3.90852  -0.53
H  0.57130  -2.82494  -4.14048  0.49
H  0.76640  -0.96585  -5.92492  0.38
H  3.41927  -0.45108  -6.38825  0.38
H  4.69621  -1.94663  -4.70094  0.20
H  3.15989  -3.17426  -3.14124  0.44
C  -1.60422  1.85739  5.69382  -1.43
C  -0.98051  1.33628  4.53713  0.23
C  0.39406  1.67400  4.66321  -0.74
N  0.51546  2.45015  5.79967  0.00
C  -0.68738  2.60226  6.39955  -0.23
H  -2.64771  1.77879  5.96002  0.36
H  -1.42458  0.81349  3.70481  0.66
H  1.18353  1.40124  3.97975  0.47
H  1.38423  2.89395  6.05553  0.21
H  -0.66873  3.21811  7.28591  0.42
C  0.81164  5.87388  -2.37458  -0.04
C  0.90917  6.59915  -3.56020  -0.71
C  2.13590  6.38729  -4.12812  -0.43
N  2.81827  5.55889  -3.21590  -0.04
C  1.98199  5.22756  -2.17843  -0.57
H  -0.03934  5.74141  -1.72352  0.42
H  0.04936  7.09838  -3.98154  0.35
H  2.69040  6.60909  -5.02681  0.38
H  3.74360  5.21218  -3.41603  0.20
H  2.27545  4.42900  -1.51391  0.43
C  -0.92868  -1.73698  3.08366  -0.07
C  -1.60220  -3.01221  3.32258  0.03
N  -2.10246  -4.03236  3.52738  -0.50
H  -0.04625  -1.86967  2.45840  0.17
H  -0.57522  -1.49110  4.08496  0.38
H  -1.71204  -1.13845  2.62046  0.01
C  -2.16429  4.60862  3.49980  -0.50
C  -1.30752  4.60356  2.25790  0.40
N  -0.72556  4.61156  1.22950  -0.54
H  -3.15553  4.60941  3.04627  0.28
H  -2.07554  5.47968  4.14863  0.32
H  -1.96087  3.78023  4.17761  -0.01

Total energy, a.u.: -1526.44201
SMILES: c1cc[nH]c1.c1cc[nH]c1.c1cc[nH]c1.c1cc[nH]c1.c1cc[nH]c1.c1cc[nH]c1.CC#N.CC#N
Kohn-Sham gap, eV: 8.19
HOMO, eV: -7.76
ΔE to the lowest compared entry with this formula, charge and spin, kJ/mol: 210.5
Largest force on an atom, eV/Å: 4.354

=====

2.
This record from OMol25 describes a molecular structure, C28H37AlAs2N7O8Se2. The level of theory is ωB97M-V/def2-TZVPD.

Last column: Mulliken charge in e.
Geometry (Å):
Al  1.91071  -0.88727  1.73162  -1.58
C  3.48673  3.45927  1.66819  -1.11
N  3.51892  2.61900  0.47108  0.34
C  4.11481  3.18448  -0.74651  -1.17
C  3.01201  1.40036  0.49770  0.10
N  2.31126  0.92569  1.52690  0.25
N  3.27909  0.57203  -0.57494  -0.03
C  2.53228  -0.51658  -0.96878  0.35
N  2.62684  -0.86963  -2.24401  -0.23
N  1.84040  -1.21687  -0.10393  0.55
H  4.26080  4.21669  1.58905  0.43
H  3.69451  2.87118  2.56163  0.39
H  2.52708  3.97067  1.77451  0.35
H  4.17309  4.26295  -0.64075  0.39
H  3.48295  2.97739  -1.61129  0.45
H  5.12944  2.81097  -0.90446  0.36
H  1.98777  1.65376  2.14686  0.48
H  3.79774  1.01240  -1.31949  0.37
H  3.05334  -0.28025  -2.94046  0.23
H  2.08370  -1.64712  -2.58678  0.23
H  1.17315  -1.83820  -0.56710  0.05
Se  2.05366  -1.87777  5.30523  0.10
Se  3.34081  -0.34067  4.19302  0.02
C  4.30838  -1.53639  3.01769  0.54
C  5.61173  -1.93962  3.21045  -0.84
C  6.13115  -2.89986  2.34753  -0.20
C  5.31987  -3.42790  1.35096  -1.02
C  4.04027  -2.93542  1.19246  0.08
N  3.54912  -1.97799  1.99729  0.47
C  0.58022  -2.13202  4.10280  0.75
C  -0.49624  -2.79614  4.67299  -0.74
C  -1.57247  -3.16730  3.88960  -0.63
C  -1.54408  -2.87287  2.53029  -0.86
C  -0.47645  -2.17908  2.02670  -0.40
N  0.58787  -1.80006  2.79391  0.52
H  6.20933  -1.51621  4.00579  0.51
H  7.15040  -3.24385  2.46424  0.46
H  5.68665  -4.20310  0.69329  0.48
H  3.37471  -3.29439  0.41992  0.61
H  -0.49156  -3.01689  5.73278  0.44
H  -2.41570  -3.67801  4.33489  0.49
H  -2.34754  -3.18118  1.87806  0.46
H  -0.43192  -1.89661  0.98238  0.81
C  0.37723  3.27112  -4.60068  -0.77
O  -0.32824  2.30100  -3.79583  -0.29
C  0.23835  1.79729  -2.73147  -0.56
O  1.35521  2.09875  -2.33022  -0.50
C  -0.49032  0.70352  -2.02538  1.37
C  -1.29912  -0.18216  -2.66510  -0.14
As  -2.83094  0.79497  -3.48861  0.40
C  -4.03688  -0.55183  -4.24759  -1.07
C  -3.44229  0.82400  -1.56634  0.53
C  -2.73246  0.97189  -0.44624  0.54
As  -0.76265  0.82733  -0.09271  0.44
C  -0.43991  2.76424  0.06456  -1.55
C  -3.29671  1.38429  0.87267  -0.05
O  -2.62194  1.24901  1.88024  -0.66
O  -4.49841  1.90723  0.81948  -0.25
C  -5.09774  2.45463  2.01398  -0.81
C  -4.90892  1.15642  -1.71328  0.21
O  -5.15931  2.10036  -2.41819  -0.57
O  -5.86833  0.40151  -1.21133  -0.36
C  -5.62871  -0.72816  -0.37701  -0.40
C  -1.46333  -1.51515  -2.04085  0.34
O  -0.57624  -2.06163  -1.38293  -0.82
O  -2.58811  -2.13102  -2.32603  -0.17
C  -2.75660  -3.47647  -1.85504  -0.63
H  0.15578  3.03351  -5.63638  0.29
H  1.44608  3.21772  -4.41562  0.31
H  0.00226  4.26370  -4.36342  0.30
H  -3.48201  -1.20363  -4.92082  0.41
H  -4.76356  0.00441  -4.83892  0.41
H  -4.55728  -1.14817  -3.50510  0.23
H  -1.09376  3.31584  -0.61087  0.49
H  0.59255  3.00326  -0.18479  0.25
H  -0.65042  3.07440  1.08680  0.51
H  -6.08948  2.02326  2.11523  0.31
H  -5.19051  3.52883  1.87409  0.28
H  -4.48518  2.23663  2.88321  0.35
H  -5.98705  -0.50091  0.62558  0.25
H  -4.57219  -0.99725  -0.34038  0.06
H  -6.20475  -1.55826  -0.77992  0.33
H  -3.64602  -3.85929  -2.34379  0.29
H  -2.89246  -3.47902  -0.77319  0.17
H  -1.89049  -4.08371  -2.10911  0.32

Total energy, a.u.: -11590.47636
Kohn-Sham gap, eV: 6.73
HOMO, eV: -15.34
ΔE to the lowest compared entry with this formula, charge and spin, kJ/mol: 89.1
Largest force on an atom, eV/Å: 0.632
Net charge: +3

=====

3.
This record from OMol25 describes a molecular structure, C28H37AsF6N3O2SiV. The level of theory is ωB97M-V/def2-TZVPD.

Last column: Mulliken spin population.
Geometry (Å):
V  0.34292  -0.14403  -0.08423  2.69
O  -4.91381  -4.51874  -0.88382  0.00
C  -4.47010  -4.19350  0.22461  0.00
O  -4.80305  -4.47192  1.38354  0.00
C  -3.20179  -3.29896  0.14446  0.01
C  -2.58178  -2.85027  1.30859  0.00
C  -1.52646  -1.96802  1.20419  0.04
N  -1.09488  -1.54498  0.00343  0.08
C  -1.62536  -2.03325  -1.13128  0.12
C  -2.69219  -2.90758  -1.09147  -0.01
C  -0.95175  -1.51498  -2.34188  -0.04
C  -1.20990  -1.97455  -3.62292  0.00
C  -0.49911  -1.42818  -4.68156  0.01
C  0.44957  -0.44880  -4.43497  0.00
C  0.65521  -0.03668  -3.12972  0.03
N  -0.03311  -0.54995  -2.10894  -0.11
C  -0.77011  -1.36307  2.32316  0.02
C  -0.84844  -1.79667  3.63704  -0.01
C  -0.07850  -1.15897  4.59610  0.01
C  0.75190  -0.11326  4.22199  0.00
C  0.78433  0.26471  2.89125  0.07
N  0.03524  -0.33750  1.96343  -0.15
H  -2.99688  -3.20096  2.24419  0.00
H  -3.19159  -3.30467  -1.96518  0.00
H  -1.94404  -2.74998  -3.78160  0.00
H  -0.68083  -1.77416  -5.68968  0.00
H  1.03046  -0.01006  -5.23253  0.00
H  1.39340  0.71610  -2.87989  0.00
H  -1.49335  -2.62392  3.89484  0.00
H  -0.11850  -1.48478  5.62560  0.00
H  1.37538  0.39913  4.93908  0.00
H  1.43240  1.06095  2.54166  -0.01
F  1.87215  1.03987  -0.34245  0.01
As  3.59158  0.02217  -0.21501  0.01
F  2.80287  -0.99676  -1.40283  0.00
F  2.60475  -0.86112  0.97144  0.00
F  3.98638  1.16650  0.99781  0.00
F  4.97212  -0.91848  -0.06368  0.00
F  4.12682  1.05519  -1.46588  0.00
C  0.75015  3.55916  1.13535  0.05
C  -0.31340  3.74362  0.04190  0.06
C  -1.01051  5.10177  0.32092  0.02
C  0.40700  3.83510  -1.31188  0.06
Si  -1.71035  2.44801  0.02853  -0.12
C  -2.73942  2.27157  -1.57749  0.00
C  -3.90657  1.28438  -1.42430  0.03
C  -2.00637  1.87262  -2.87062  0.02
C  -3.31679  3.69049  -1.82704  0.02
C  -2.72622  2.31819  1.64157  0.02
C  -3.35079  0.94166  1.91893  0.06
C  -3.89077  3.33301  1.50258  0.01
C  -1.92618  2.71936  2.89021  0.03
H  1.41374  4.42524  1.09919  0.00
H  1.37317  2.67920  0.97170  0.00
H  0.32858  3.52233  2.13832  0.00
H  -0.24810  5.87450  0.20351  0.00
H  -1.38515  5.17333  1.34096  0.00
H  -1.82074  5.34141  -0.36666  0.00
H  1.23135  4.54392  -1.21736  0.00
H  -0.24403  4.20222  -2.10382  0.00
H  0.83857  2.88215  -1.62466  -0.01
H  -3.57803  0.28771  -1.12527  -0.02
H  -4.39637  1.18406  -2.39428  0.00
H  -4.66636  1.61955  -0.72051  0.00
H  -1.86527  0.79735  -2.93157  0.00
H  -1.04928  2.36509  -3.01887  -0.01
H  -2.64797  2.14834  -3.70916  0.00
H  -3.80154  4.15309  -0.96607  0.00
H  -4.07544  3.58344  -2.60435  0.00
H  -2.55755  4.37086  -2.20855  0.00
H  -3.97549  0.56575  1.11543  0.00
H  -3.98120  1.02788  2.80600  0.00
H  -2.59722  0.19471  2.14286  -0.02
H  -4.63419  3.02450  0.76947  0.00
H  -3.56637  4.34734  1.27141  0.00
H  -4.39050  3.36837  2.47205  0.00
H  -1.02341  2.12934  3.03091  -0.01
H  -2.55924  2.55477  3.76335  0.00
H  -1.64917  3.77293  2.89093  0.00

Total energy, a.u.: -5472.30129
Kohn-Sham gap (alpha / beta), eV: 5.45 / 4.69
Spin multiplicity: 4
HOMO (alpha / beta), eV: -10.43 / -10.43
ΔE to the lowest compared entry with this formula, charge and spin, kJ/mol: 37.4
Largest force on an atom, eV/Å: 0.717
Net charge: +1

=====

> Number 3 is which compound?

C28H37AsF6N3O2SiV

=====

> Among the records above, which one has the lowest ΔE to the lowest compared entry with this formula, charge and spin?

C28H37AsF6N3O2SiV

=====

> Which of these has the lowest total energy?

C28H37AlAs2N7O8Se2